121
Properties=species:S:1:pos:R:3:forces:R:3:lowdin_spin:R:1 method="wB97M-V/def2-TZVPD" e_homo_ev=-7.981 total_energy_ev=-81503.090 largest_force_ev_per_a=4.6 total_charge=0 spin_multiplicity=3
C 4.8560 -3.2665 5.2478 -0.47 0.07 0.03 0.0136
O 4.6169 -1.7602 -4.1969 -0.79 0.53 -0.28 0.0000
N 5.4223 -0.9898 4.3222 -2.73 -1.49 -1.66 0.3413
H 0.2607 1.7131 -9.4562 -0.83 0.12 0.61 0.0000
O 4.3948 1.8749 -1.3793 0.62 -1.10 -0.04 0.0000
H -4.8497 0.8517 -8.4159 0.30 -0.39 -0.93 0.0000
H 3.1662 -3.2811 6.5819 0.02 0.00 0.01 0.0008
C 4.2696 -0.6891 -3.7969 0.54 0.94 -0.07 0.0000
C 3.0685 1.3582 -3.2580 -0.27 -1.81 -2.09 0.0000
C 2.0949 2.4332 -3.3019 0.21 -2.14 -1.91 0.0000
S 2.2698 -1.0995 -6.5890 -0.10 -2.80 -0.37 0.0000
H -2.4131 4.5626 -1.3431 0.96 -0.01 0.69 0.0000
H -9.1283 -1.4864 3.8433 0.15 0.14 -0.13 -0.0004
H -5.0698 -0.5467 -9.6166 0.68 0.98 0.34 0.0000
H -4.6922 -3.9201 4.9488 0.08 0.18 -0.10 -0.0004
H 5.9088 -3.3272 2.7167 -0.02 0.20 0.07 -0.0005
C -0.3690 2.2623 -8.7058 -0.33 1.18 -0.97 0.0000
H 5.3152 -4.1731 5.6580 0.16 0.16 -0.14 0.0010
H -7.2418 1.1584 2.5164 0.15 -0.10 0.14 -0.0007
H -0.4731 3.3173 -9.0989 0.17 -1.05 0.46 0.0000
C -7.1016 -0.9371 3.1972 -2.08 -0.28 0.44 0.0251
H 3.1859 0.6987 3.8801 0.19 -0.11 -0.03 -0.0007
O 1.2534 -2.0777 -6.2523 0.59 1.80 -0.51 0.0000
H 7.3846 -2.4043 3.0393 -0.08 0.03 0.03 0.0003
C -3.4809 -1.7444 4.3504 0.02 0.66 -0.24 -0.0008
H -3.5018 -1.2886 5.3431 -0.06 0.02 -0.06 0.0002
C -0.9711 3.4675 -3.2024 -0.21 0.94 0.31 0.0000
H -5.5878 -2.6841 5.8229 -0.02 0.06 -0.07 0.0013
H -7.9560 -1.7070 1.3576 -0.05 0.12 0.22 0.0010
C -2.7048 3.0750 0.7624 0.58 -1.16 1.48 0.0001
H -8.7791 0.3419 2.6508 0.09 -0.28 0.08 -0.0003
C 4.9783 -1.2467 -1.6788 0.92 -0.43 2.95 0.0001
C -3.3658 0.8453 -10.1452 -0.59 -0.38 -0.44 0.0000
C -0.5031 3.1737 1.1525 1.16 -0.95 1.32 0.0000
H -1.2062 5.6173 -0.5024 0.03 -0.99 -0.21 0.0000
C -4.9058 -2.0477 3.8453 0.60 -1.60 1.28 0.0252
H -4.1820 -1.9979 1.7996 -0.03 0.13 0.18 0.0026
C 1.1793 1.2944 -5.4139 0.22 0.47 0.56 0.0000
C -0.9555 2.2536 2.1766 -2.24 2.29 -3.34 0.0000
H -1.8223 4.1791 -3.4284 0.87 -0.76 -0.05 0.0000
H 0.4321 4.8076 -2.0721 -0.91 -0.69 0.05 0.0000
H 2.1131 3.2350 -2.5353 0.00 -0.70 -0.78 0.0000
H -2.3099 2.1188 -7.6092 0.67 -0.55 -0.79 0.0000
O -5.1143 0.1710 3.3745 -0.68 -0.56 1.14 0.5753
H 6.3369 0.5391 6.1984 -0.06 -0.08 -0.03 0.0013
H -0.5869 3.5262 -5.3693 0.83 -0.21 0.76 0.0000
H 0.2624 3.1501 -1.4198 -0.80 1.01 0.04 0.0000
N 4.9735 -0.0952 -2.6380 -2.51 -0.64 -0.44 0.0000
C 4.5193 -0.3264 5.3109 0.05 1.57 1.49 0.0254
H 2.6926 -1.4716 5.0563 0.15 0.08 -0.09 0.0027
H 3.2432 1.4337 5.4626 0.18 -0.19 0.14 -0.0003
C 1.1076 2.3840 -4.4048 1.58 -1.07 0.73 0.0000
H 6.0611 0.8135 0.5549 0.17 -0.45 -0.51 0.0001
H 5.7928 -1.9927 -1.8877 -0.92 0.98 -0.43 0.0000
C -1.8263 1.6951 -8.5394 0.26 -0.77 0.36 0.0000
C -8.0971 -1.8032 4.0119 0.03 -0.32 0.16 0.0015
C 5.9470 -2.3391 4.6887 1.83 -0.88 0.69 0.0254
C -6.1563 -2.8197 1.7465 -0.11 0.02 0.12 0.0007
O 4.7522 -1.1173 3.1827 1.11 0.62 0.69 0.5691
C 2.1826 0.2213 -5.3499 -0.03 2.57 1.32 0.0000
C -0.3338 4.0069 -1.8463 0.48 -0.21 -0.65 0.0000
C 3.8542 0.9283 4.7115 -0.10 -0.30 -0.67 -0.0007
H 7.6145 -3.1375 5.8510 -0.13 0.00 -0.18 -0.0004
H -2.5804 0.1159 -10.4871 -0.78 0.42 0.23 0.0000
H 4.3032 -0.2183 0.1752 0.69 -0.98 -0.27 0.0000
F 1.8042 -0.4456 -8.0388 0.61 -0.24 2.03 0.0000
C 0.0704 1.3578 -6.5363 0.30 -0.80 1.53 0.0000
C -4.3352 0.1495 -9.1194 0.90 -0.80 0.49 0.0000
C 7.0915 -2.1880 5.7134 -0.05 0.07 0.37 0.0016
H 4.5713 -2.4808 7.2413 0.00 0.02 -0.03 0.0003
H -3.6751 3.3207 0.2679 1.14 -0.31 0.56 0.0000
O 0.3918 2.3678 -7.4844 -0.82 -0.74 0.21 0.0000
C -7.7961 0.4364 3.1177 0.62 0.38 -0.12 -0.0007
C 3.1220 0.2590 -4.2309 -0.92 1.45 -0.05 0.0000
H 7.1096 -3.9638 3.8154 -0.08 0.17 0.23 -0.0003
C 4.2408 1.0718 -2.2704 -1.45 1.82 -0.17 0.0000
H -0.0638 0.3313 -6.9637 0.20 0.97 0.10 0.0000
C 3.4334 -1.2776 5.8409 -0.04 -0.47 -0.22 0.0137
H 6.7554 -1.8951 6.7050 -0.02 0.09 -0.04 0.0000
N -5.7881 -0.8435 3.9036 1.58 1.30 -2.86 0.3375
C 6.6212 -3.0409 3.4928 -0.41 0.28 -0.47 -0.0008
H 0.5657 4.4968 -4.3983 -0.46 -0.91 -0.05 0.0000
H -2.9293 -1.0818 3.6807 -0.20 0.08 0.06 -0.0006
C 5.2085 -0.7999 -0.1727 -0.67 1.21 -0.31 0.0002
C -2.4290 2.2141 1.8826 0.67 0.53 -0.31 -0.0002
C -6.9645 -1.5237 1.7823 0.48 -0.07 -0.19 0.0135
H 5.4294 -0.4801 7.3288 0.11 -0.04 -0.10 0.0000
O -2.6875 2.0012 -9.6387 0.33 -0.31 0.15 0.0000
H -6.4819 -0.7939 1.1216 0.03 0.07 0.18 0.0027
C -1.4091 4.5647 -0.8302 0.35 -0.79 -0.46 0.0000
H 7.8285 -1.4590 5.3709 -0.08 0.02 -0.03 0.0013
H 4.8568 1.1101 6.9383 -0.13 -0.09 -0.18 -0.0004
H -8.0716 -2.8581 3.7387 0.11 0.02 0.09 0.0000
C 0.0270 3.5092 -4.4318 -0.12 -0.08 0.18 0.0000
H 4.2006 -3.6032 4.4361 0.12 0.16 -0.09 0.0027
H -7.9170 -1.7173 5.0858 0.06 0.00 -0.08 0.0013
H -6.0042 -3.1232 0.7086 0.00 -0.01 0.02 0.0007
O 6.3118 0.1300 -0.0917 -0.37 -0.66 0.34 -0.0001
H 0.5504 3.4974 1.0095 -1.01 -0.20 -0.03 0.0000
H -6.7150 -3.6328 2.2202 0.00 0.04 0.01 0.0003
H -3.7030 -0.5271 -8.4678 -0.75 0.69 -0.53 0.0000
H -3.1853 1.6176 2.4812 0.97 0.94 -1.06 -0.0006
H 3.9735 -1.7643 -1.6724 1.09 0.38 -0.22 0.0000
H 2.8880 -0.8002 6.6604 0.15 0.18 -0.09 0.0010
H -1.4480 2.4557 -3.0560 0.66 0.92 -0.13 0.0000
C 3.9924 -2.6158 6.3225 0.08 0.14 0.03 0.0008
H -2.8954 -2.6645 4.4214 -0.29 -0.07 -0.04 -0.0003
H -3.9508 1.1665 -11.0525 0.71 -0.07 0.95 0.0000
H -7.9391 0.8597 4.1146 0.05 -0.04 -0.02 0.0002
H -1.7315 0.5695 -8.4736 -0.25 1.14 0.30 0.0000
H -0.3591 1.7285 2.9497 -0.62 0.60 -0.83 0.0000
H -0.8862 1.5855 -5.9757 0.88 -0.18 -0.69 0.0000
O 3.5930 -1.6235 -6.7973 -1.22 1.67 0.05 0.0000
H -6.3412 -3.6002 4.5133 -0.05 0.09 0.02 0.0000
C -4.8061 -2.6412 2.4309 -0.15 0.17 -0.42 0.0134
C -5.4222 -3.1153 4.8336 -0.29 -0.23 -0.06 0.0015
H 5.3582 -1.6896 0.5033 -0.15 0.78 -0.81 -0.0001
H 4.6063 1.6385 4.3598 0.01 -0.07 0.01 0.0002
N -1.4996 3.6409 0.3128 -1.26 -1.06 1.76 0.0000
H -4.2945 -3.6095 2.4709 0.00 0.15 0.22 0.0010
C 5.3358 0.2291 6.5064 0.25 -0.14 0.21 0.0015